102
Properties=species:S:1:pos:R:3:forces:R:3:mulliken_charge:R:1 method="wB97M-V/def2-TZVPD" smiles="CCCCCCCCCCCC[C@H](C#N)CC#N.O=C1C=C(O)C(=O)C=C1O.O=C1C=C(O)C(=O)C=C1O.O=C1C=C(O)C(=O)C=C1O.O=C1C=C(O)C(=O)C=C1O" total_charge=0 e_lumo_ev=-1.8 homo_energy_ev=-9.7 orbital_gap_ev=7.89 largest_force_ev_per_a=5.66
C -2.1683 -2.1650 0.6929 0.0676 -0.3164 0.2161 -0.6259
C -1.1583 -2.8784 -0.2770 -0.2889 0.8005 0.3634 -0.8174
C 0.3110 -2.3645 -0.1232 -0.1327 -1.3171 -0.4845 1.0604
C 1.0413 -3.3638 0.8443 0.6750 0.1833 -0.9799 -1.0971
C 2.4304 -2.8552 1.3285 -0.4937 0.2272 0.3350 -0.7428
C 2.4159 -1.9126 2.5933 -0.1385 -0.1878 0.1191 -0.9190
C 1.0025 -1.5577 3.1457 0.7620 -0.9125 0.1280 0.6226
C 1.0174 -0.7021 4.4400 -0.8678 0.5192 -0.4724 -0.9115
C 0.8595 0.8365 4.1735 -0.3055 -0.7564 0.9199 -0.8904
C -0.4551 1.1142 3.3862 -0.1055 1.0559 -0.0844 -0.2845
C -0.3276 2.0549 2.1494 -0.1525 -0.4948 -0.7426 -1.0343
C 0.9838 1.8856 1.3213 -0.0239 0.2813 0.1855 -0.5647
C 0.7951 1.9428 -0.2233 1.8726 -0.4620 -0.2262 0.7604
C 2.0558 1.3219 -0.8294 -4.7728 2.1662 2.1287 -0.3124
N 2.9366 0.9147 -1.3836 3.4826 -1.6401 -1.9095 -0.5413
C 0.6923 3.3802 -0.8400 -0.6753 0.5476 -0.1455 -0.9288
C 0.3568 4.4642 0.1412 0.9934 -3.9898 -3.4306 0.3104
N 0.1905 5.2849 0.8816 -0.7223 3.0721 2.7019 -0.4644
H -3.0277 -1.7387 0.1429 0.4041 -0.1540 0.3329 0.3403
H -2.5646 -2.8850 1.4385 0.0812 0.4081 -0.4321 0.2960
H -1.6923 -1.3602 1.2923 -0.1981 -0.3369 -0.4959 -0.1011
H -1.1731 -3.9557 -0.0294 0.0746 0.4233 -0.3810 0.3269
H -1.5268 -2.7674 -1.3165 0.3083 -0.0667 0.5055 0.3603
H 0.3830 -1.3128 0.2125 -0.2036 -0.4353 -0.0845 -0.6444
H 0.7928 -2.4482 -1.1367 -0.2125 0.2679 1.1425 0.2986
H 1.2411 -4.2576 0.2106 -0.2300 0.4043 0.3887 0.4811
H 0.3740 -3.7225 1.6490 0.3561 0.4053 -0.2048 0.4841
H 3.0722 -3.7286 1.5529 -0.2054 0.4382 -0.1643 0.4502
H 2.8842 -2.2940 0.4883 -0.1084 -0.4290 0.3029 0.2782
H 2.9538 -2.4290 3.4147 -0.1168 0.4030 -0.3985 0.3508
H 2.9816 -0.9920 2.3473 -0.2532 -0.3484 0.2705 0.1676
H 0.5123 -2.5208 3.4049 0.2012 0.5106 -0.2333 0.3501
H 0.4129 -1.1320 2.3168 0.0903 0.0824 0.6246 -0.5995
H 0.1096 -0.9809 5.0215 0.5102 0.1406 -0.2423 0.2613
H 1.8752 -0.9297 5.0996 -0.1936 0.0986 -0.4991 0.3881
H 0.7384 1.2850 5.1843 0.2076 -0.0415 -0.6043 0.3912
H 1.7749 1.2868 3.7506 -0.4693 -0.2591 -0.1025 0.4601
H -0.9906 0.2052 3.0531 0.5961 0.2057 0.3189 0.2396
H -1.1501 1.6072 4.0885 0.2690 -0.3136 -0.4511 0.3573
H -0.4586 3.1196 2.4049 0.1250 -0.5004 0.0640 0.5156
H -1.1711 1.8018 1.4644 0.3456 0.2504 0.4432 0.2653
H 1.5280 0.9450 1.5441 -0.5388 0.4067 0.0231 -0.1144
H 1.6705 2.7107 1.6078 -0.1533 -0.5371 -0.2474 0.5544
H -0.0281 1.3042 -0.5960 0.2068 0.4000 0.4810 0.5398
H 1.6164 3.7025 -1.3558 -0.3275 -0.3210 0.4381 0.4314
H -0.0823 3.3540 -1.6307 0.3102 0.2290 0.4519 0.3624
C -3.7220 -0.0454 9.0209 0.0505 0.1329 0.2542 -0.8419
C -3.4392 -0.0932 7.7149 -0.4623 -0.5332 0.1156 0.2197
C -2.4883 0.8748 7.0829 0.3903 0.5214 0.0663 0.8953
O -2.2499 0.7769 5.8923 -0.3059 -0.3056 0.1657 -0.4941
C -1.8896 1.9019 7.9286 -0.0358 -0.1544 -0.2938 -0.8822
C -2.1746 1.9524 9.2346 0.4594 0.5521 -0.1244 0.3572
C -3.1049 0.9676 9.8725 -0.4251 -0.5174 -0.0056 0.9163
O -3.3174 1.0450 11.0677 0.2177 0.2839 -0.0331 -0.6129
O -1.6451 2.8819 10.0376 -0.4156 -0.5055 0.1145 -0.5740
O -3.9888 -1.0073 6.9051 0.4342 0.4836 -0.1122 -0.5826
H -4.4052 -0.7401 9.4893 0.0123 -0.0033 -0.0202 0.4197
H -1.2179 2.6058 7.4568 0.0002 0.0010 0.0261 0.4633
H -2.0070 2.6998 10.9266 0.0582 0.0577 -0.0099 0.3497
H -3.6215 -0.8289 6.0179 -0.0484 -0.0655 0.0144 0.3344
C -1.5181 10.0184 -3.3018 0.1968 -0.0881 -0.1994 -1.0172
C -2.0527 9.7966 -2.0959 -0.3267 0.5741 -0.2770 0.3611
C -1.5895 8.6673 -1.2283 0.3640 -0.5172 0.1307 0.8908
O -2.0951 8.5199 -0.1325 -0.2162 0.2852 -0.1240 -0.6025
C -0.5457 7.7866 -1.7482 -0.1692 0.0270 0.1908 -0.6850
C -0.0148 8.0072 -2.9546 0.2834 -0.5363 0.2742 0.3331
C -0.4588 9.1515 -3.8099 -0.3547 0.5124 -0.1358 0.8507
O 0.0697 9.3192 -4.8937 0.1688 -0.2932 0.0868 -0.6228
O 0.9428 7.2160 -3.4618 -0.2925 0.4987 -0.2406 -0.5461
O -3.0265 10.5701 -1.6007 0.3036 -0.5133 0.2423 -0.5627
H -1.8426 10.8315 -3.9362 0.0000 -0.0006 0.0232 0.4084
H -0.2305 6.9641 -1.1207 0.0048 0.0480 0.0454 0.4518
H 1.1546 7.5891 -4.3392 0.0387 -0.0469 0.0387 0.3551
H -3.2333 10.2009 -0.7201 -0.0214 0.0621 -0.0230 0.3614
C 3.8178 -5.9829 -4.5727 0.2640 -0.1451 0.1299 -0.7511
C 2.7739 -5.2342 -4.1976 -0.0897 -0.1224 -0.8020 -0.1420
C 2.5874 -4.8089 -2.7737 0.1942 0.0166 0.6143 1.2244
O 1.6324 -4.1126 -2.4840 -0.0428 -0.1464 -0.3863 -0.4713
C 3.5673 -5.2574 -1.7885 -0.2544 0.1411 -0.0781 -0.9618
C 4.6081 -6.0083 -2.1640 0.0539 0.0969 0.7096 0.4263
C 4.8096 -6.4113 -3.5915 -0.1761 -0.0164 -0.6620 0.8447
O 5.7835 -7.0804 -3.8841 0.0627 0.0078 0.3569 -0.6155
O 5.5232 -6.4381 -1.2862 -0.0510 -0.0887 -0.6384 -0.5865
O 1.8459 -4.8266 -5.0715 0.2067 -0.0197 0.8831 -0.4450
H 3.9652 -6.2949 -5.5973 -0.0102 0.0212 0.0064 0.4530
H 3.4126 -4.9579 -0.7607 0.0325 0.0135 -0.0070 0.3901
H 6.1664 -6.9554 -1.8085 0.0098 0.0222 0.0704 0.3436
H 1.1995 -4.2984 -4.5555 -0.1318 0.1590 -0.3094 0.2921
C -2.5096 -2.2702 -7.9356 -0.0394 -0.1526 -0.2390 -0.8635
C -1.8691 -2.1588 -6.7676 -0.4086 0.5936 -0.0061 0.1426
C -0.8755 -3.1833 -6.3184 0.3086 -0.6314 -0.2027 1.1589
O -0.3061 -3.0221 -5.2514 -0.2483 0.3025 0.1080 -0.6390
C -0.6366 -4.3351 -7.1799 0.0568 0.1573 0.3125 -0.9513
C -1.2797 -4.4491 -8.3477 0.4099 -0.5735 0.0541 0.4680
C -2.2542 -3.4111 -8.8109 -0.3500 0.5517 0.0471 0.8486
O -2.7995 -3.5516 -9.8889 0.1869 -0.2983 0.0088 -0.6090
O -1.0861 -5.4929 -9.1609 -0.3860 0.5485 -0.0402 -0.5718
O -2.0811 -1.1268 -5.9398 0.3968 -0.5261 0.0440 -0.5909
H -3.2280 -1.5357 -8.2722 0.0182 0.0040 0.0172 0.4204
H 0.0712 -5.0763 -6.8356 0.0143 0.0104 -0.0374 0.4516
H -1.6635 -5.3364 -9.9333 0.0550 -0.0654 -0.0033 0.3495
H -1.4985 -1.2807 -5.1714 -0.0407 0.0728 -0.0093 0.3299